Entry from the OMol25 dataset: the molecule C2FNO2 in a non-equilibrium geometry (ωB97M-V/def2-TZVPD).

Each line ends with the natural charge from an NBO analysis.
Atoms and positions in Å:
C 0.223742 0.651751 0.969120  0.84
C -0.174665 -0.957902 -1.258517  0.56
N -0.303405 -0.431840 0.972366  -0.34
O -0.459403 -1.267376 -0.060397  -0.30
O 0.610784 1.703974 0.953475  -0.42
F 0.102947 0.301392 -1.576048  -0.33

Force components x, y, z for each atom (eV/Å):
C -1.194 -2.161 -1.481
C -0.245 -1.348 -3.516
N -0.584 0.498 3.497
O 0.308 -0.766 -1.215
O 1.818 4.024 0.791
F -0.104 -0.248 1.924

LUMO energy: 0.29 eV
Energy relative to the best compared isomer or geometry (same formula, charge and spin): 5.109 eV
Net charge: 0
Strongest force on any atom: 4.5 eV/A
Energy: -381.1432 hartree